Entry 1:
Molecular formula: C23H37NiO2
Method: DFT, ωB97M-V with the def2-TZVPD basis set

Geometry as ORCA input:
```
! wB97M-V def2-TZVPD RIJCOSX def2/J DEFGRID3
* xyz -1 3
O -0.260 -0.284 -2.877
C 0.915 -0.429 -3.699
C 0.343 0.497 -4.758
H 1.034 -1.456 -4.037
H 1.798 -0.035 -3.169
C -0.824 0.708 -3.768
H 0.053 -0.092 -5.627
H 0.998 1.347 -4.983
C -2.218 0.226 -4.109
H -2.204 -0.833 -4.396
H -2.666 0.812 -4.919
H -2.844 0.338 -3.208
C -0.820 2.090 -3.170
H 0.204 2.460 -3.045
H -1.300 2.078 -2.181
H -1.365 2.790 -3.817
Ni 0.421 -0.446 0.596
C 0.824 1.524 1.623
C 1.867 0.532 1.513
C 2.195 0.443 0.098
H 2.385 0.021 2.324
C 1.539 1.539 -0.575
C 0.688 2.176 0.355
H 0.079 3.059 0.152
H 0.353 1.818 2.559
H 2.977 -0.182 -0.320
H 1.771 1.871 -1.584
C -1.299 -0.184 1.675
C -1.959 0.921 1.030
C -2.371 0.515 -0.260
H -2.172 1.894 1.482
C -2.008 -0.839 -0.454
C -1.358 -1.317 0.746
H -1.234 -2.360 1.046
H -1.028 -0.275 2.734
H -2.978 1.108 -0.948
H -2.259 -1.458 -1.316
O 0.740 -1.239 -6.863
C 0.142 -0.360 -7.859
C 0.452 -0.883 -9.275
H 0.536 0.670 -7.741
H -0.945 -0.313 -7.669
C 1.510 -1.981 -9.055
H 0.782 -0.071 -9.930
H -0.459 -1.306 -9.714
C 1.385 -2.333 -7.560
H 2.502 -1.574 -9.275
H 1.373 -2.853 -9.693
H 2.358 -2.519 -7.084
H 0.771 -3.247 -7.442
C 1.029 -4.443 0.525
C 1.487 -3.018 0.834
C 2.994 -2.980 1.103
C 1.092 -2.056 -0.286
H 1.477 -4.803 -0.408
H -0.060 -4.499 0.433
H 1.327 -5.118 1.335
H 0.966 -2.661 1.748
H 3.568 -3.199 0.192
H 3.315 -2.008 1.492
H 3.256 -3.731 1.855
H 1.942 -1.847 -0.947
H 0.280 -2.459 -0.906
*
```

Calculated values
- HOMO (alpha / beta) (eV) = -1.8 / -3.0
- Kohn-Sham gap (alpha / beta) (eV) = 4.14 / 5.36
- E (hartree) = -2557.17638
- maximum force (Eh/bohr) = 0.04794

Entry 2:
Molecular formula: C7H13N2O
Method: DFT, ωB97M-V with the def2-TZVPD basis set

Geometry as ORCA input:
```
! wB97M-V def2-TZVPD RIJCOSX def2/J DEFGRID3
* xyz 1 3
C -0.356 -1.385 0.212
C -1.089 0.715 -0.607
C 2.093 -0.574 1.083
C 1.864 -0.544 -0.987
C 0.851 -0.414 0.129
C 0.372 0.868 -0.350
C -2.841 -0.815 0.019
N -1.474 -0.407 0.160
N 1.073 2.054 0.116
O 2.927 -0.398 -0.094
H -0.469 -2.008 -0.603
H -0.342 -1.797 1.210
H -1.634 1.706 -0.358
H -1.448 0.865 -1.649
H 2.150 0.086 1.900
H 2.196 -1.610 1.348
H 1.977 -0.191 -1.932
H -3.053 -1.235 -1.020
H -3.172 -1.466 0.841
H -3.421 0.003 0.021
H 0.821 2.747 -0.594
H 2.120 1.637 0.038
H 0.855 2.165 1.115
*
```

Calculated values
- HOMO (alpha / beta) (eV) = -10.7 / -12.1
- Kohn-Sham gap (alpha / beta) (eV) = 7.07 / 7.08
- relative energy (zero: lowest compared OMol25 entry of this formula, charge and spin) (eV) = 2.342
- E (hartree) = -458.75536
- maximum force (Eh/bohr) = 0.09552

Entry 3:
Molecular formula: C6H6O
Method: DFT, ωB97M-V with the def2-TZVPD basis set

Geometry as ORCA input:
```
! wB97M-V def2-TZVPD RIJCOSX def2/J DEFGRID3
* xyz 0 1
C 1.383 -3.193 -0.183
C 1.067 -2.029 -0.201
C 0.854 -0.675 0.081
O 1.624 -0.359 1.255
C 0.268 0.472 -0.457
C -0.385 1.559 -0.858
C -1.707 1.798 -0.165
H 1.813 -4.178 0.026
H 1.016 -0.071 1.918
H 0.076 1.977 -1.759
H -1.143 1.377 0.795
H -2.507 2.479 -0.164
H -2.360 0.843 -0.287
*
```

Calculated values
- HOMO (eV) = -8.8
- Kohn-Sham gap (eV) = 9.27
- SMILES = C#CC(O)=C=CC
- relative energy (zero: lowest compared OMol25 entry of this formula, charge and spin) (eV) = 6.185
- E (hartree) = -307.23614
- maximum force (Eh/bohr) = 0.12273

Entry 4:
Molecular formula: C16H37NO18S5
Method: DFT, ωB97M-V with the def2-TZVPD basis set

Geometry as ORCA input:
```
! wB97M-V def2-TZVPD RIJCOSX def2/J DEFGRID3
* xyz -2 1
N 2.587 1.581 1.129
C 2.581 2.885 0.416
C 1.174 3.295 -0.239
S -0.319 2.568 0.589
O -1.366 2.328 -0.498
O -0.906 3.630 1.517
C 3.629 2.735 -0.826
O 4.493 1.785 -0.800
O 3.600 3.571 -1.938
C 3.138 4.112 1.332
O 3.569 5.139 0.700
O 3.129 3.960 2.698
H 3.538 1.517 1.546
H 1.965 1.593 1.958
H 1.079 4.439 -0.111
H 1.111 3.035 -1.347
H -0.061 1.388 1.277
O 9.367 6.932 -1.361
S 8.545 6.757 -2.531
O 7.704 7.814 -3.030
O 7.670 5.415 -2.366
C 6.815 5.284 -1.215
C 5.579 6.151 -1.326
C 9.564 6.192 -3.864
H 7.372 5.504 -0.300
H 6.510 4.236 -1.165
H 5.836 7.214 -1.312
H 4.899 5.958 -0.492
H 5.055 5.957 -2.265
H 10.186 5.371 -3.513
H 10.189 7.030 -4.181
H 8.926 5.876 -4.688
O -2.566 -2.587 0.959
S -1.785 -2.478 -0.249
O -0.854 -1.404 -0.453
O -2.775 -2.564 -1.525
C -3.851 -1.627 -1.615
C -3.361 -0.241 -1.997
C -0.931 -4.005 -0.516
H -4.416 -1.602 -0.678
H -4.527 -1.995 -2.390
H -2.734 0.189 -1.214
H -4.203 0.436 -2.158
H -2.757 -0.283 -2.907
H -1.630 -4.830 -0.398
H -0.136 -4.075 0.229
H -0.498 -3.998 -1.516
O -0.814 -2.336 5.836
S -1.609 -1.436 5.040
O -1.078 -0.195 4.546
O -3.001 -1.140 5.816
C -2.938 -0.618 7.142
C -2.537 0.847 7.151
C -2.292 -2.328 3.674
H -2.261 -1.217 7.759
H -3.939 -0.718 7.571
H -1.516 0.979 6.791
H -2.591 1.256 8.163
H -3.189 1.429 6.495
H -2.728 -3.257 4.038
H -1.480 -2.541 2.979
H -3.042 -1.709 3.185
O -3.283 -5.635 -2.016
S -4.096 -5.818 -3.187
O -4.969 -4.783 -3.672
O -4.943 -7.190 -3.031
C -5.783 -7.340 -1.886
C -7.038 -6.493 -1.993
C -3.062 -6.338 -4.525
H -5.229 -7.112 -0.971
H -6.067 -8.394 -1.837
H -6.798 -5.428 -1.977
H -7.714 -6.696 -1.159
H -7.560 -6.693 -2.932
H -2.417 -7.145 -4.183
H -2.462 -5.479 -4.830
H -3.692 -6.662 -5.353
*
```

Calculated values
- HOMO (eV) = -1.2
- Kohn-Sham gap (eV) = 3.70
- E (hartree) = -4031.74962
- maximum force (Eh/bohr) = 0.12550

Entry 5:
Molecular formula: C34H59Cl24NO5S2
Method: DFT, ωB97M-V with the def2-TZVPD basis set

Geometry as ORCA input:
```
! wB97M-V def2-TZVPD RIJCOSX def2/J DEFGRID3
* xyz 0 1
C -1.201 -5.922 1.302
S -1.755 -4.252 1.174
O -3.049 -4.187 0.573
O -1.694 -3.700 2.487
C -0.651 -3.314 0.151
C -0.950 -3.013 -1.089
C -0.024 -2.195 -1.894
O -0.164 -2.111 -3.082
C 1.070 -1.432 -1.217
S 1.921 -0.190 -2.105
C 1.362 -1.729 0.049
C 2.403 -1.058 0.877
C 1.783 -0.236 2.034
C 1.133 1.056 1.632
N 1.220 2.075 2.586
O 0.519 1.240 0.614
C 0.631 -2.829 0.723
O 1.078 -3.305 1.746
H -0.145 -6.001 1.516
H -1.736 -6.314 2.158
H -1.507 -6.515 0.453
H -1.882 -3.332 -1.524
H 2.186 -0.790 -3.279
H 3.019 -1.813 1.341
H 3.018 -0.433 0.249
H 1.007 -0.823 2.515
H 2.548 -0.084 2.785
H 2.101 1.981 3.079
H 1.197 2.950 2.079
Cl -5.530 -2.123 -3.235
C -5.272 -1.133 -1.773
C -4.404 0.066 -2.050
Cl -2.722 -0.395 -2.403
H -4.840 -1.774 -1.007
H -6.255 -0.806 -1.434
H -4.375 0.709 -1.176
H -4.779 0.656 -2.889
Cl 1.334 5.076 6.478
C 0.145 4.275 5.412
C -0.135 2.859 5.836
Cl 1.266 1.791 5.581
H 0.526 4.317 4.395
H -0.771 4.861 5.461
H -0.951 2.457 5.240
H -0.412 2.802 6.885
Cl 2.419 -3.225 5.543
C 1.216 -3.921 4.419
C 0.872 -5.345 4.762
Cl 2.233 -6.460 4.466
H 1.611 -3.837 3.410
H 0.324 -3.302 4.488
H 0.046 -5.680 4.136
H 0.578 -5.445 5.803
Cl 2.414 9.733 6.851
C 1.915 8.434 7.965
C 0.888 8.902 8.961
Cl 1.563 10.063 10.135
H 2.806 8.057 8.461
H 1.495 7.636 7.356
H 0.519 8.052 9.532
H 0.045 9.378 8.468
Cl -2.523 2.210 5.266
C -3.593 2.458 3.862
C -3.630 1.257 2.953
Cl -2.083 1.002 2.104
H -3.253 3.345 3.334
H -4.589 2.651 4.256
H -4.392 1.409 2.194
H -3.866 0.349 3.502
Cl 3.429 -2.246 -5.434
C 3.065 -3.994 -5.324
C 2.048 -4.293 -4.256
Cl 2.699 -4.003 -2.617
H 4.000 -4.517 -5.139
H 2.679 -4.300 -6.295
H 1.763 -5.342 -4.305
H 1.153 -3.686 -4.370
Cl -4.863 5.444 -2.341
C -4.163 4.286 -3.503
C -5.224 3.544 -4.273
Cl -6.140 2.423 -3.229
H -3.520 3.606 -2.950
H -3.544 4.860 -4.189
H -4.758 2.944 -5.053
H -5.933 4.223 -4.738
Cl 5.268 -0.075 2.069
C 6.080 -0.123 3.654
C 5.196 -0.820 4.650
Cl 3.751 0.157 5.003
H 6.312 0.894 3.958
H 7.015 -0.666 3.528
H 5.724 -0.973 5.590
H 4.870 -1.789 4.279
Cl 4.156 -2.708 -10.077
C 4.733 -1.441 -8.963
C 6.234 -1.314 -8.974
Cl 7.036 -2.736 -8.257
H 4.362 -1.676 -7.970
H 4.284 -0.504 -9.288
H 6.532 -0.450 -8.382
H 6.616 -1.187 -9.984
Cl -3.218 10.015 0.583
C -3.868 10.136 -1.072
C -3.658 8.870 -1.860
Cl -1.939 8.585 -2.233
H -3.398 10.989 -1.556
H -4.934 10.336 -0.980
H -4.180 8.938 -2.812
H -4.032 8.002 -1.326
Cl -8.713 -4.621 -5.932
C -8.022 -4.487 -4.293
C -8.883 -5.158 -3.256
Cl -10.425 -4.299 -3.002
H -7.883 -3.434 -4.072
H -7.044 -4.964 -4.321
H -8.363 -5.165 -2.299
H -9.112 -6.184 -3.532
Cl 8.381 -4.184 -5.489
C 7.455 -3.839 -4.008
C 6.961 -5.098 -3.346
Cl 5.707 -5.907 -4.322
H 6.630 -3.180 -4.273
H 8.119 -3.303 -3.333
H 6.510 -4.858 -2.384
H 7.767 -5.808 -3.180
*
```

Calculated values
- HOMO (eV) = -9.2
- Kohn-Sham gap (eV) = 7.36
- relative energy (zero: lowest compared OMol25 entry of this formula, charge and spin) (eV) = 1.883
- E (hartree) = -13602.82213
- maximum force (Eh/bohr) = 0.09613

Entry 6:
Molecular formula: C3H4N3O3
Method: DFT, ωB97M-V with the def2-TZVPD basis set

Geometry as ORCA input:
```
! wB97M-V def2-TZVPD RIJCOSX def2/J DEFGRID3
* xyz 1 1
C 0.108 -3.646 -2.131
C 0.879 -2.914 -2.863
C -0.372 -0.752 -0.771
N -0.497 -4.452 -1.490
N 1.409 -2.144 -3.604
N 0.009 0.165 -0.102
O 1.955 -1.358 -4.258
O -0.144 2.215 1.550
O -0.580 -1.711 -1.447
H -0.129 3.093 1.910
H -0.099 1.528 2.319
H 0.323 0.992 0.380
H -0.811 -5.247 -0.944
*
```

Calculated values
- HOMO (eV) = -14.6
- Kohn-Sham gap (eV) = 8.69
- relative energy (zero: lowest compared OMol25 entry of this formula, charge and spin) (eV) = 1.805
- E (hartree) = -506.26290
- maximum force (Eh/bohr) = 0.16497